# 1
Below is C45H53CaN10O4Se as an isolated structure, with properties calculated with wB97M-V/def2-TZVPD.

Last column: Löwdin charge in e.
Cartesian coordinates (Å):
Ca -0.995 -1.022 0.161  1.322
O -0.873 -1.350 -1.732  -0.329
C -0.921 -1.425 -3.000  -0.455
C -0.476 -2.568 -3.713  -0.070
C -0.447 -2.604 -5.084  -0.118
C -0.800 -1.486 -5.832  -0.132
C -1.242 -0.351 -5.178  -0.076
C -1.376 -0.328 -3.799  -0.179
C -2.005 0.795 -3.107  -0.142
N -3.094 0.784 -2.455  0.049
C -3.928 -0.395 -2.459  -0.202
C -3.783 -1.307 -1.209  -0.195
N -3.153 -0.640 -0.104  -0.076
C -3.771 0.324 0.443  -0.132
C -3.290 1.126 1.528  -0.157
C -3.993 2.297 1.825  -0.074
C -3.631 3.139 2.852  -0.141
C -2.559 2.772 3.664  -0.121
C -1.860 1.622 3.419  -0.032
C -2.143 0.760 2.313  -0.397
O -1.422 -0.249 2.090  -0.203
H -0.168 -3.420 -3.124  0.109
H -0.126 -3.507 -5.588  0.094
H -0.743 -1.506 -6.911  0.081
H -1.533 0.525 -5.749  0.105
H -1.515 1.772 -3.165  0.102
H -3.750 -1.007 -3.355  0.116
H -4.955 -0.007 -2.506  0.100
H -3.159 -2.164 -1.451  0.102
H -4.786 -1.664 -0.925  0.116
H -4.781 0.603 0.091  0.135
H -4.845 2.553 1.206  0.106
H -4.181 4.051 3.041  0.086
H -2.290 3.395 4.509  0.096
H -1.049 1.330 4.077  0.098
C -1.013 3.985 0.552  -0.050
N 0.156 3.246 0.975  -0.141
C 0.983 3.961 1.916  -0.074
C 0.194 1.872 0.822  -0.449
N -0.405 1.237 -0.096  0.107
N 1.022 1.213 1.714  0.163
C 1.134 -0.182 1.729  -0.541
N 1.262 -0.719 2.988  0.159
N 1.293 -0.815 0.643  0.087
H -1.398 4.572 1.389  0.084
H -1.806 3.308 0.241  0.079
H -0.763 4.660 -0.272  0.086
H 1.124 4.975 1.534  0.090
H 1.960 3.488 1.995  0.069
H 0.512 4.030 2.905  0.087
H -0.957 1.794 -0.732  0.059
H 1.028 1.606 2.646  0.125
H 0.609 -0.330 3.653  0.080
H 1.155 -1.741 2.947  0.059
H 1.362 -1.817 0.810  0.067
O 0.544 -3.329 2.422  -0.020
C -0.565 -3.281 1.859  -0.634
O -0.795 -2.996 0.676  -0.135
C -1.765 -3.623 2.734  -0.161
C -1.724 -4.738 3.608  0.005
C -2.798 -4.993 4.408  -0.018
C -3.902 -4.113 4.375  -0.164
C -5.040 -4.269 5.189  -0.053
C -6.066 -3.367 5.123  -0.102
C -5.994 -2.266 4.255  -0.088
C -4.905 -2.090 3.447  0.001
C -3.838 -3.014 3.475  -0.205
N -2.786 -2.814 2.661  0.196
H -0.846 -5.366 3.615  0.112
H -2.814 -5.840 5.086  0.109
H -5.079 -5.114 5.864  0.105
H -6.939 -3.497 5.747  0.094
H -6.811 -1.557 4.239  0.098
H -4.820 -1.249 2.777  0.104
C 0.751 4.139 -4.149  -0.111
C 1.394 2.830 -4.596  -0.251
C 2.421 2.301 -3.602  -0.191
C 1.807 1.970 -2.243  -0.188
N 2.769 1.334 -1.391  -0.017
C 2.990 -0.011 -1.369  -0.691
Se 2.311 -1.162 -2.548  0.890
N 3.908 -0.267 -0.389  -0.029
C 4.267 -1.574 0.086  -0.166
C 5.618 -2.042 -0.464  -0.182
C 5.528 -2.571 -1.897  -0.286
C 4.767 -3.889 -1.982  -0.127
C 4.265 0.913 0.204  -0.152
C 5.169 1.203 1.209  -0.010
C 5.344 2.538 1.548  -0.106
C 4.636 3.546 0.910  -0.118
C 3.724 3.266 -0.098  -0.029
C 3.545 1.939 -0.444  -0.151
H 0.147 4.565 -4.948  0.066
H 1.515 4.865 -3.876  0.070
H 0.105 3.974 -3.291  0.053
H 1.894 2.989 -5.554  0.104
H 0.628 2.069 -4.743  0.094
H 3.224 3.033 -3.469  0.113
H 2.851 1.380 -4.001  0.084
H 0.966 1.283 -2.368  0.091
H 1.462 2.871 -1.732  0.112
H 3.476 -2.259 -0.218  0.085
H 4.290 -1.534 1.178  0.129
H 6.005 -2.834 0.182  0.109
H 6.315 -1.200 -0.431  0.106
H 6.539 -2.709 -2.293  0.099
H 5.023 -1.830 -2.521  0.050
H 5.229 -4.645 -1.346  0.069
H 4.757 -4.249 -3.008  0.069
H 3.733 -3.755 -1.673  0.036
H 5.729 0.428 1.705  0.107
H 6.057 2.796 2.317  0.094
H 4.801 4.572 1.203  0.095
H 3.180 4.058 -0.589  0.109

Output
charge	-1
E	-154408.6134	eV
E_HOMO	-0.165	hartree
E_LUMO	2.4	eV
energy relative to the best compared isomer or geometry (same formula, charge and spin)	220.7	kJ/mol
strongest force on any atom	3.6	eV/A
orbital gap	6.86	eV

***

# 2
Below is C45H53F7GaGeNOSSbTe as an isolated structure, with properties calculated with wB97M-V/def2-TZVPD.

Last column: Löwdin charge in e.
Cartesian coordinates (Å):
Ga -0.132 0.908 -1.876  0.494
C 0.032 -7.154 0.894  -0.053
C 0.198 -5.662 1.205  -0.557
C 0.067 -5.441 2.720  -0.038
C 1.598 -5.247 0.769  -0.061
C -0.889 -4.837 0.508  -0.163
C -2.210 -5.318 0.522  -0.035
C -3.251 -4.622 -0.044  -0.073
C -2.978 -3.392 -0.627  -0.472
S -4.072 -2.278 -1.349  1.139
C -2.741 -1.199 -1.643  -0.513
N -1.576 -1.605 -1.241  0.118
C -1.683 -2.868 -0.650  -0.279
C -0.635 -3.608 -0.092  0.047
C -3.014 0.095 -2.283  -0.249
C -4.286 0.312 -2.810  -0.064
C -4.599 1.505 -3.435  -0.066
C -3.636 2.493 -3.533  -0.063
C -2.374 2.284 -2.999  -0.113
C -2.029 1.083 -2.375  -0.184
H 0.849 -7.716 1.350  0.086
H 0.054 -7.336 -0.181  0.096
H -0.898 -7.560 1.289  0.070
H 0.873 -5.953 3.250  0.086
H -0.884 -5.826 3.090  0.085
H 0.116 -4.378 2.965  0.083
H 2.336 -5.898 1.243  0.089
H 1.829 -4.230 1.070  0.059
H 1.725 -5.321 -0.313  0.096
H -2.425 -6.265 0.994  0.105
H -4.257 -5.018 -0.019  0.111
H 0.364 -3.206 -0.153  0.092
H -5.040 -0.466 -2.754  0.074
H -5.587 1.656 -3.850  0.108
H -3.867 3.435 -4.013  0.113
H -1.644 3.075 -3.087  0.091
F 1.819 2.836 -0.987  -0.109
C 0.925 2.645 -2.026  -0.388
F 0.088 3.754 -1.983  -0.055
H 1.505 2.745 -2.949  0.106
F 1.190 -1.628 -5.520  -0.341
Te 0.548 0.040 -5.049  1.791
F -0.070 1.779 -4.754  -0.343
F 2.266 0.722 -5.234  -0.350
F 0.307 0.382 -6.849  -0.337
F -1.189 -0.609 -5.031  -0.336
O 0.774 -0.240 -3.245  -0.583
C 4.092 1.974 1.035  -0.131
C 4.193 1.046 -0.170  -0.534
C 4.578 1.831 -1.425  -0.130
Sb 2.432 -0.183 -0.440  1.614
C 3.386 -1.831 -1.498  -0.532
C 4.612 -2.385 -0.775  -0.139
C 3.763 -1.491 -2.936  -0.138
C 2.252 -0.959 1.586  -0.528
C 3.540 -1.415 2.287  -0.137
C 1.529 0.086 2.435  -0.169
H 5.005 2.573 1.112  0.085
H 3.983 1.435 1.974  0.051
H 3.255 2.666 0.941  0.060
H 4.968 0.298 0.019  0.069
H 3.937 2.701 -1.547  0.062
H 4.521 1.248 -2.343  0.052
H 5.606 2.189 -1.329  0.083
H 2.609 -2.596 -1.531  0.072
H 5.466 -1.715 -0.898  0.075
H 4.897 -3.341 -1.223  0.082
H 4.470 -2.552 0.289  0.035
H 4.478 -0.671 -2.987  0.060
H 2.900 -1.234 -3.542  0.023
H 4.250 -2.358 -3.393  0.087
H 1.588 -1.818 1.467  0.052
H 4.441 -0.930 1.909  0.058
H 3.693 -2.491 2.204  0.060
H 3.481 -1.184 3.353  0.079
H 2.190 0.904 2.718  0.058
H 1.151 -0.363 3.359  0.091
H 0.680 0.534 1.923  0.010
C -3.609 -0.580 3.566  -0.085
C -2.513 -1.013 2.836  -0.074
C -1.860 -0.133 1.984  -0.126
C -2.274 1.190 1.855  -0.312
C -3.374 1.612 2.605  -0.113
C -4.038 0.735 3.451  -0.080
Ge -1.325 2.519 0.765  1.117
C -2.645 3.759 0.073  -0.310
C -2.354 5.104 -0.148  -0.098
C -3.332 5.969 -0.614  -0.080
C -4.613 5.499 -0.867  -0.086
C -4.912 4.160 -0.662  -0.085
C -3.931 3.295 -0.204  -0.131
C -0.020 3.440 1.884  -0.301
C 0.065 3.100 3.235  -0.118
C 0.941 3.766 4.080  -0.084
C 1.748 4.779 3.585  -0.087
C 1.672 5.129 2.245  -0.083
C 0.795 4.465 1.401  -0.129
H -4.128 -1.262 4.227  0.102
H -2.165 -2.034 2.926  0.101
H -1.002 -0.491 1.429  0.073
H -3.723 2.636 2.532  0.102
H -4.888 1.080 4.026  0.103
H -1.361 5.489 0.050  0.088
H -3.095 7.012 -0.779  0.103
H -5.376 6.174 -1.234  0.101
H -5.905 3.783 -0.873  0.105
H -4.168 2.244 -0.072  0.103
H -0.552 2.304 3.635  0.097
H 0.995 3.489 5.125  0.103
H 2.436 5.295 4.242  0.101
H 2.303 5.916 1.852  0.105
H 0.768 4.732 0.353  0.084

Output
2S+1	2
E	-203643.6386	eV
E_HOMO (alpha / beta)	-0.270 / -0.311	hartree
expectation value of S²	0.754
E_LUMO (alpha / beta)	-0.3 / -1.6	eV
energy relative to the best compared isomer or geometry (same formula, charge and spin)	71.9	kJ/mol
strongest force on any atom	1.0	eV/A
orbital gap (alpha / beta)	7.02 / 6.90	eV